C2H23FeO12 | ωB97M-V/def2-TZVPD

Structure (XYZ):
```
38
Properties=species:S:1:pos:R:3:forces:R:3:mulliken_charge:R:1
Fe 24.1213 30.5087 -11.4073 0.70 -0.73 0.03 0.7446
C 26.8329 27.6794 -12.4539 0.47 -0.60 -0.33 -0.8505
C 25.7825 28.6497 -12.1059 -0.18 0.30 -0.33 0.7664
O 24.6053 28.2739 -11.8819 -0.48 0.49 0.30 -0.2603
O 26.0374 29.9014 -12.0613 0.01 -0.16 0.23 -0.6168
H 26.4136 26.6823 -12.5514 -0.08 -0.01 0.10 0.2098
H 27.6168 27.6755 -11.6951 0.03 0.08 -0.03 0.2720
H 27.2808 27.9554 -13.4104 0.10 0.14 0.13 0.3481
O 28.2841 30.2160 -10.3062 0.05 0.05 0.05 -0.6972
H 27.5423 29.9887 -10.8804 0.02 -0.05 -0.10 0.2270
H 29.0663 29.7912 -10.6995 -0.20 0.10 0.05 0.4285
O 28.9216 30.1511 -13.5725 -0.02 -0.18 0.11 -0.6161
H 28.3110 30.4603 -12.8940 -0.02 0.04 -0.09 0.2751
H 29.6577 29.7805 -13.0672 0.02 0.21 -0.08 0.3446
O 23.0045 26.2417 -10.6447 0.06 0.14 -0.08 -0.6131
H 22.4300 26.7280 -10.0469 0.06 -0.05 0.02 0.2677
H 23.6550 26.8792 -10.9827 -0.14 -0.10 0.02 0.3553
O 25.5706 23.6808 -12.9564 0.07 0.05 0.01 -0.5938
H 26.4720 23.8606 -12.6704 -0.03 -0.06 -0.02 0.2967
H 25.5615 22.7353 -13.1417 -0.06 0.06 -0.01 0.3015
O 23.6762 31.1294 -13.3507 -0.13 -0.06 -0.48 -0.4586
H 23.3518 31.9505 -13.7421 0.02 -0.06 0.11 0.3025
H 24.0301 30.5961 -14.0790 0.06 0.12 0.14 0.3110
O 30.8150 29.1991 -11.3153 -0.05 -0.18 0.16 -0.6765
H 31.1780 29.3883 -10.4399 0.10 0.03 -0.17 0.3069
H 31.0882 28.2941 -11.5112 0.01 0.09 0.04 0.3200
O 25.4231 32.2002 -10.9553 -0.48 0.55 0.13 -0.4791
H 26.3914 32.1912 -10.9181 -0.07 -0.31 -0.04 0.2982
H 25.1363 33.0519 -10.6014 0.16 -0.07 -0.01 0.2798
O 24.3171 29.9113 -9.3654 0.00 -0.28 0.21 -0.4672
H 23.8477 30.1132 -8.5466 0.11 0.07 -0.07 0.2885
H 24.6899 29.0225 -9.2574 -0.07 0.14 -0.05 0.3039
O 23.7399 26.8598 -14.3905 -0.12 0.07 0.02 -0.6358
H 23.5804 27.5360 -13.7237 0.19 -0.23 0.10 0.2414
H 23.7328 26.0304 -13.8937 0.05 0.04 -0.08 0.3394
O 22.2185 29.4398 -11.3340 -0.34 0.24 -0.03 -0.4369
H 21.4583 29.4096 -10.7402 0.07 0.11 -0.06 0.2705
H 22.0051 28.8669 -12.0846 0.11 0.00 0.13 0.3024
```
Forces are in eV/Å.

Output
Relative energy (zero: lowest compared OMol25 entry of this formula, charge and spin) ... 0.0 kJ/mol
Highest occupied orbital energy (spin up / spin down) ... -0.4900 / -0.4899 Ha
Expectation value of S² ... 6.0060
Frontier orbital gap (spin up / spin down) ... 9.72 / 9.50 eV
Multiplicity ... 5
Net charge ... +1

---

C2H23O10 | ωB97M-V/def2-TZVPD

Structure (XYZ):
```
35
Properties=species:S:1:pos:R:3:forces:R:3:mulliken_charge:R:1
C 1.1932 -1.4135 0.3195 0.29 0.21 0.18 -0.5638
C 0.4292 -0.1334 0.5855 -0.16 1.72 -0.21 -0.3296
O -0.0464 0.5173 -0.5600 -0.27 -0.40 -0.18 -0.5299
H 0.5670 -2.3036 0.2328 -0.04 0.00 0.17 0.1367
H 1.9264 -1.4852 1.1303 -0.01 -0.62 -0.06 0.4490
H 1.7394 -1.3408 -0.6200 0.07 0.07 0.08 -0.2148
H 1.0778 0.6126 1.0912 0.43 -0.46 0.14 0.2831
H -0.3485 -0.2754 1.3657 -0.18 -0.37 -0.24 0.0811
O -2.2629 0.9816 3.6763 -0.11 -0.11 0.17 -0.6426
H -2.2986 1.9366 3.5703 0.16 0.03 -0.09 0.3248
H -1.3433 0.7732 3.4856 0.02 0.08 -0.08 0.3188
O -0.8762 -1.1807 -2.6457 0.18 -0.03 0.00 -0.6749
H -0.5221 -0.6077 -1.9218 -0.15 -0.02 0.06 0.3203
H -0.9217 -2.0586 -2.2591 0.12 -0.04 -0.02 0.2994
O -2.8259 -0.6815 -0.2190 -0.12 -0.05 0.51 -0.6481
H -1.9619 -0.2999 0.0077 0.00 0.18 -0.40 0.2615
H -2.6174 -1.5582 -0.5477 0.04 0.04 -0.19 0.2907
O 2.3264 0.6823 -2.1915 0.12 -0.17 -0.19 -0.7050
H 2.9189 0.8032 -1.4450 -0.04 0.06 0.05 0.3171
H 1.4450 0.5733 -1.7739 -0.19 0.11 0.27 0.3413
O -0.4009 -4.0604 2.2582 0.00 -0.01 0.08 -0.6698
H -1.1874 -3.5114 2.3352 -0.02 0.03 -0.02 0.3300
H 0.3111 -3.4315 2.0994 0.00 0.01 -0.07 0.3441
O -0.3009 3.3927 2.8009 -0.13 -0.26 0.24 -0.6672
H -0.1373 3.1304 1.8765 0.01 0.34 -0.10 0.4102
H -0.9450 4.1013 2.7255 0.07 0.07 -0.08 0.2793
O 0.0366 3.4438 -0.0294 0.02 0.17 0.33 -0.7825
H -0.8561 3.5843 -0.3634 0.00 -0.13 -0.20 0.3336
H 0.1877 2.4984 -0.2031 -0.12 -0.60 -0.34 0.3513
O 2.9455 -3.0196 -2.2258 0.06 -0.01 -0.03 -0.6296
H 3.6569 -3.4494 -2.7076 0.00 0.03 -0.04 0.2829
H 2.8445 -2.1537 -2.6411 -0.10 0.07 0.07 0.3221
O -1.6280 2.0924 -2.4603 -0.02 0.23 0.07 -0.6869
H -1.2834 1.4417 -1.8256 -0.01 -0.12 0.12 0.3318
H -0.8420 2.3994 -2.9206 0.05 -0.06 0.00 0.3354
```
Forces are in eV/Å.

Output
Relative energy (zero: lowest compared OMol25 entry of this formula, charge and spin) ... 80.9 kJ/mol
Highest occupied orbital energy ... -0.1990 Ha
Frontier orbital gap ... 8.34 eV
Net charge ... -1

---

C2H23O10 | ωB97M-V/def2-TZVPD

Structure (XYZ):
```
35
Properties=species:S:1:pos:R:3:forces:R:3:mulliken_charge:R:1
O -0.1478 -1.2193 -0.8141 -0.20 -0.48 -0.49 -0.4062
H 0.2536 -1.5638 -0.0129 0.52 -0.84 1.55 0.4239
H -0.5481 -0.3772 -0.5856 -1.07 1.60 0.53 0.4123
H 0.5688 -1.0411 -1.4276 0.75 0.07 -0.86 0.4364
C -1.9084 2.2118 2.1697 0.43 -2.17 -1.45 -0.6910
O -1.9848 2.2746 0.7511 0.10 0.99 0.83 -0.8375
H -2.7932 2.3525 2.7906 -0.94 0.25 -0.36 0.2247
H -1.6148 1.1725 2.3171 -0.17 -0.64 0.93 0.1421
H -1.1486 2.6869 2.7903 0.79 1.19 -0.56 0.2539
C 2.0283 -2.5712 4.2236 -1.54 -1.23 -1.73 -0.5806
O 1.5537 -3.0529 2.9814 0.54 0.61 0.03 -0.8638
H 3.1126 -2.6231 4.3223 0.50 0.43 0.09 0.1694
H 1.6027 -1.5958 4.4593 0.41 0.69 0.16 0.1954
H 1.6202 -3.2235 4.9956 0.02 -0.33 0.76 0.1698
O -3.3546 -3.4487 3.1849 -0.40 -0.06 -0.10 -0.6520
H -2.5586 -3.3779 2.6581 0.32 0.07 -0.05 0.3290
H -3.0462 -3.7133 4.0516 0.16 -0.01 0.18 0.3185
O 3.0044 1.5201 -2.3332 -0.09 -0.33 -0.04 -0.6293
H 3.8808 1.8121 -2.0823 0.21 0.01 0.12 0.3059
H 2.5812 2.3042 -2.6829 -0.27 0.28 -0.06 0.3263
O 0.2853 4.5651 -2.5097 0.20 -0.11 -0.42 -0.6532
H 0.7249 5.2938 -2.0716 0.06 0.16 0.12 0.2895
H -0.2843 4.1897 -1.8383 -0.30 -0.22 0.42 0.3547
O 4.5900 -2.0818 0.2256 0.24 0.02 -0.51 -0.6762
H 3.9134 -2.5200 0.7417 -0.38 -0.24 0.50 0.3466
H 4.5207 -1.1596 0.4727 -0.04 0.17 0.16 0.3048
O -1.6650 1.3463 -4.5901 0.15 -0.24 -0.20 -0.6630
H -1.1841 2.0557 -4.1639 0.13 0.28 0.11 0.3298
H -2.4577 1.2435 -4.0635 -0.26 0.00 0.15 0.3304
O -5.8746 2.1536 -1.1210 -0.26 -0.10 -0.33 -0.6645
H -6.4615 2.7022 -0.6006 -0.09 0.09 0.13 0.3034
H -5.0094 2.2960 -0.7369 0.52 -0.02 0.27 0.3508
O 2.2679 -3.0592 -3.7534 -0.31 -0.02 0.10 -0.6548
H 2.4160 -2.3937 -4.4253 0.01 0.18 -0.20 0.3209
H 3.1169 -3.1587 -3.3228 0.26 -0.06 0.22 0.3338
```
Forces are in eV/Å.

Output
Relative energy (zero: lowest compared OMol25 entry of this formula, charge and spin) ... 876.5 kJ/mol
Highest occupied orbital energy ... -0.1156 Ha
Frontier orbital gap ... 4.44 eV
Net charge ... -1

---

C2H23O12 | ωB97M-V/def2-TZVPD

Structure (XYZ):
```
37
Properties=species:S:1:pos:R:3:forces:R:3:mulliken_charge:R:1
C 6.1709 -2.5094 -6.5882 0.16 0.52 -0.15 -1.0691
C 4.9400 -2.0186 -5.8452 -0.46 -1.03 1.29 0.5510
O 5.0176 -2.0928 -4.5792 0.15 0.57 -1.16 -0.5006
O 3.9187 -1.6132 -6.4736 0.69 -0.09 0.00 -0.2771
H 6.0003 -2.9475 -7.5716 -0.23 0.00 0.09 0.3423
H 6.7708 -3.1553 -5.9470 -0.14 -0.05 -0.04 0.1557
H 6.7554 -1.6054 -6.7592 0.20 -0.03 -0.29 0.1355
O 4.0859 0.2077 -8.6155 0.08 0.68 -0.63 -0.6670
H 3.9780 -0.5247 -9.2224 -0.06 -0.19 -0.01 0.2954
H 3.9379 -0.1738 -7.7502 0.02 -0.47 0.52 0.3454
O 7.9766 -0.2332 -5.0584 0.61 -0.23 -0.34 -0.6677
H 7.8960 0.5121 -4.4632 -0.23 0.19 0.13 0.2880
H 7.1202 -0.6595 -5.0265 -0.39 -0.06 0.31 0.3396
O 2.5390 -2.7207 -3.3370 -0.55 -0.66 0.60 -0.6814
H 3.3990 -2.7445 -3.7566 0.53 0.29 -0.22 0.3280
H 1.9413 -2.4414 -4.0305 -0.05 0.35 -0.12 0.3106
O 6.0316 -6.2235 -6.7218 0.15 -0.29 -0.21 -0.6595
H 5.3762 -6.2141 -6.0243 -0.21 0.06 0.18 0.3316
H 6.3570 -5.3240 -6.7576 0.05 0.27 0.02 0.3343
O 5.8760 -1.6572 -1.8076 0.17 0.30 0.63 -0.6508
H 6.4219 -2.4009 -1.5527 0.10 -0.21 -0.09 0.3082
H 5.6155 -1.8483 -2.7087 -0.22 -0.08 -0.61 0.4312
O 5.2497 0.9131 -4.3378 0.49 0.52 -0.09 -0.6639
H 4.5434 1.3551 -3.8666 -0.21 -0.02 0.08 0.2708
H 4.8972 0.0466 -4.5409 -0.32 -0.55 0.13 0.2894
O 3.0275 -3.6799 -8.0630 -0.38 -0.70 -0.55 -0.6762
H 3.4200 -2.9808 -7.5401 0.15 0.81 0.57 0.2410
H 3.7078 -3.9200 -8.6920 0.10 -0.15 -0.14 0.3065
O 9.5391 -1.1858 -7.4918 0.27 -0.36 -0.39 -0.6368
H 8.9788 -0.9632 -6.7484 -0.27 0.27 0.56 0.3646
H 9.8727 -0.3437 -7.8015 0.01 0.17 -0.04 0.3064
O 2.0320 -0.3584 -4.9702 -0.87 0.58 0.63 -0.6965
H 1.3214 -0.1443 -5.5747 -0.14 0.12 -0.14 0.2975
H 2.6708 -0.8272 -5.5072 0.84 -0.54 -0.54 0.2720
O 7.9274 -4.2987 -2.9319 -0.23 -0.15 0.10 -0.5987
H 8.5605 -4.4069 -2.2223 0.15 -0.04 0.18 0.2898
H 8.4252 -3.8841 -3.6366 0.06 0.22 -0.23 0.3102
```
Forces are in eV/Å.

Output
Relative energy (zero: lowest compared OMol25 entry of this formula, charge and spin) ... 68.8 kJ/mol
Highest occupied orbital energy ... -0.2543 Ha
Frontier orbital gap ... 9.60 eV
Net charge ... -1

---

C2H24Cr2O18 | ωB97M-V/def2-TZVPD

Structure (XYZ):
```
46
Properties=species:S:1:pos:R:3:forces:R:3:mulliken_charge:R:1
Cr 10.6605 -6.1216 -4.4329 -1.33 0.70 0.45 0.2189
Cr 13.0113 -9.0779 -3.7970 1.56 -3.79 1.27 -0.1781
C 12.8027 -7.0255 -4.6914 1.74 8.74 2.91 1.6387
O 12.5117 -5.6677 -4.7194 0.30 -3.40 -1.51 0.2278
O 11.8236 -7.7067 -4.5683 -4.93 -4.26 -1.85 -0.3862
O 13.8918 -7.3872 -4.2249 0.79 -1.12 -1.72 -0.4614
C 11.4670 -9.7028 -2.1906 -0.88 0.21 -5.59 1.0418
O 11.9288 -10.5673 -3.1480 -0.10 -0.40 1.43 -0.6971
O 12.2430 -8.7766 -1.9479 4.26 2.39 3.44 -0.6929
O 10.2862 -9.3537 -2.2183 -3.82 -1.31 1.87 -0.8756
O 10.3584 -4.5415 -5.9204 -0.21 0.34 -0.98 -0.1521
H 10.9253 -4.4327 -6.7185 -0.82 -0.31 0.75 0.2501
H 9.6846 -3.8526 -5.9166 0.14 0.07 -0.34 0.2365
O 12.2832 -2.6794 -5.1837 1.05 1.15 -0.83 -0.6440
H 12.3300 -3.0329 -6.0775 0.27 0.16 0.13 0.3209
H 11.5985 -3.1661 -4.7704 -0.91 -0.79 0.89 0.3147
O 14.5725 -4.4590 -5.2904 1.25 -2.38 -1.36 -0.7834
H 13.7671 -5.0224 -5.2916 0.82 0.95 -0.08 0.3113
H 14.2822 -3.6410 -4.9896 -0.79 2.43 0.82 0.3159
O 9.1602 -9.0966 -4.4920 -0.74 0.94 0.04 -0.7346
H 9.9815 -9.2730 -4.9217 0.79 -0.51 -0.69 0.2671
H 9.4670 -9.1675 -3.5547 -0.32 -0.45 0.20 0.4296
O 15.8622 -6.4935 -3.2273 1.55 0.90 1.80 -0.7171
H 14.9876 -6.7978 -3.4831 0.18 0.71 0.28 0.3803
H 15.8282 -6.0431 -2.3449 -0.14 -0.38 -1.71 0.2071
O 14.7188 -7.2171 -6.7959 0.81 1.60 0.15 -0.7682
H 15.3142 -6.4062 -6.7554 -1.05 -1.39 -0.15 0.3161
H 14.3110 -7.1848 -5.9157 1.06 -0.20 -0.79 0.1588
O 10.2726 -6.7144 -2.4317 -0.34 0.99 -0.10 -0.3381
H 10.5751 -7.6337 -2.2355 -0.40 -0.67 0.83 0.2980
H 9.9626 -6.2323 -1.6488 0.20 -0.86 -0.26 0.2022
O 9.9453 -7.2930 -6.7864 0.63 2.68 -0.41 -0.5133
H 10.3921 -8.1017 -6.9162 0.20 -1.61 0.04 0.2524
H 9.1270 -7.3719 -6.3271 -0.96 -1.11 0.41 0.3213
O 13.1602 -4.2666 -2.4718 -0.18 -0.33 0.35 -0.7601
H 13.1090 -5.0339 -1.8931 0.15 -0.01 0.37 0.3707
H 13.3181 -4.6990 -3.3254 0.10 0.37 -0.09 0.1859
O 15.7342 -7.9393 -0.8723 0.39 -0.27 2.31 -0.6269
H 15.9897 -7.0319 -0.7620 0.47 0.46 0.75 0.3086
H 15.4616 -7.9102 -1.7545 -0.63 -0.53 -2.29 0.4382
O 14.9204 -9.6301 -2.9051 -0.01 1.19 -2.16 -0.2289
H 15.0644 -10.3795 -2.3619 0.19 -1.24 0.89 0.2077
H 15.5758 -9.6249 -3.6324 -0.13 -0.14 0.77 0.2793
O 10.4687 -4.1387 -3.2640 -2.26 0.55 -0.40 -0.4762
H 9.5425 -3.8674 -3.0606 0.74 -0.07 -0.51 0.2734
H 10.8076 -4.2664 -2.3879 1.31 -0.04 0.72 0.2606
```
Forces are in eV/Å.

Output
Highest occupied orbital energy (spin up / spin down) ... -0.2834 / -0.3301 Ha
Expectation value of S² ... 20.0198
Frontier orbital gap (spin up / spin down) ... 6.59 / 7.75 eV
Multiplicity ... 9
Net charge ... 0

---

C2H24NO11 | ωB97M-V/def2-TZVPD

Structure (XYZ):
```
38
Properties=species:S:1:pos:R:3:forces:R:3:mulliken_charge:R:1
O 0.2314 0.4988 -0.4720 0.16 -1.56 0.21 -0.4823
C 0.5273 -0.2807 -1.3707 -0.70 1.57 -0.17 0.6061
O 1.2718 0.0877 -2.3908 2.29 -0.17 -0.15 -0.5552
C -0.0687 -1.6722 -1.5437 2.04 1.07 -1.59 -0.3615
N -0.9502 -1.9267 -0.4266 -0.91 -0.11 0.93 -0.1023
H 2.1628 0.5706 -2.0977 -2.25 -0.70 0.09 0.4917
H -0.5462 -1.6101 -2.5424 -0.35 -0.29 0.75 0.3241
H 0.8079 -2.3554 -1.7204 -1.21 0.31 0.86 0.2208
H -0.9626 -2.8944 -0.1254 0.43 -0.40 0.06 0.3901
H -0.7001 -1.3637 0.4474 -0.24 -0.66 -1.26 0.1274
H -1.9537 -1.7043 -0.6858 0.31 0.48 0.76 0.4077
H 1.8015 -3.7962 0.7942 0.21 0.07 -0.08 0.3090
H 2.3793 -3.6559 -0.6566 0.83 0.02 0.03 0.3289
O 1.6157 -3.8923 -0.1459 -1.09 -0.08 0.11 -0.6260
H 0.0982 -2.4491 3.2550 0.22 0.16 -0.79 0.2902
H 1.2127 -1.7560 2.3755 -1.03 -0.35 0.14 0.3760
O 0.3559 -2.2725 2.3271 0.51 0.18 0.43 -0.6361
H -4.2521 -1.1587 -0.6034 -0.51 0.45 -0.02 0.2942
H -3.3159 0.0540 -0.0173 -0.57 -0.28 -0.54 0.4247
O -3.4302 -0.9153 -0.1883 1.04 -0.64 0.14 -0.7156
H 2.9163 2.0352 -0.5453 0.00 -1.03 0.33 0.3579
H 1.9436 0.9231 -0.1321 0.66 0.52 -0.39 0.3391
O 2.8551 1.0479 -0.4847 -0.20 1.04 -0.08 -0.7285
H 0.0056 0.5798 2.6512 -0.11 0.76 -0.33 0.3039
H -0.0639 1.7863 1.6305 0.15 -0.18 -0.52 0.3467
O -0.1785 1.5330 2.5433 -0.14 -0.50 0.78 -0.6438
H -3.0674 2.0754 0.8397 -0.16 -0.17 0.79 0.3020
H -2.8131 2.3385 -0.5795 0.51 0.35 -1.31 0.3111
O -3.0960 1.6374 -0.0082 -0.29 0.05 0.89 -0.6335
H 0.9085 3.8698 -0.3399 0.29 -0.91 0.09 0.3092
H 1.5024 4.2294 0.9173 0.48 -0.16 0.78 0.2814
O 1.4306 3.4403 0.3714 -0.80 1.02 -0.89 -0.5745
H -2.4927 1.8435 -2.8010 0.27 0.50 -0.52 0.2996
H -1.4510 3.0673 -2.8338 0.00 0.37 -1.06 0.2652
O -1.8831 2.4084 -2.3153 -0.29 -0.78 1.40 -0.5947
H 3.0204 -0.2545 2.8130 0.83 0.67 -0.08 0.2343
H 1.9939 0.2800 1.6797 0.84 0.30 0.41 0.3262
O 2.1848 -0.3488 2.3816 -1.25 -0.92 -0.19 -0.6136
```
Forces are in eV/Å.

Output
Highest occupied orbital energy ... -0.5054 Ha
Frontier orbital gap ... 11.14 eV
Net charge ... +1

---

no.,electronic energy (hartree),strongest force on any atom (eV/A)
1,-2256.4439,1.013
2,-842.4557,1.741
3,-842.1527,2.646
4,-993.0098,1.716
5,-3533.8631,9.380
6,-972.7930,2.795